Here is a molecular structure, C4H8O from the OMol25 dataset. Energies are from ωB97M-V/def2-TZVPD.

Output
Spin multiplicity = 1
Energy above the lowest of the compared OMol25 structures with the same formula, charge and spin = 29.21 kcal/mol
HOMO energy = -9.6101 eV
LUMO level = 0.0454 hartree

Atoms and positions in Å:
1 C -0.3827 -1.0961 -1.2896
2 C 0.0201 -0.6069 0.0848
3 C 0.8647 0.6676 0.2268
4 C -0.2651 1.1007 1.1578
5 O -1.1329 0.0830 0.6566
6 H -0.6633 -2.1534 -1.2958
7 H -1.2694 -0.4899 -1.4809
8 H 0.3514 -0.9020 -2.0790
9 H 0.3778 -1.4048 0.7575
10 H 1.8482 0.6008 0.6943
11 H 0.9293 1.2146 -0.7194
12 H -0.6559 2.1215 1.0875
13 H -0.0222 0.8650 2.1995